(1)
A single C21H25F3N4O4 molecule, computed with ωB97M-V/def2-TZVPD.

Properties
energy above the lowest of the compared OMol25 structures with the same formula, charge and spin = 0.0 kcal per mole
Kohn-Sham gap = 8.726 eV
LUMO = 0.69 eV
SMILES string = COc1ccc([C@@H]2C[C@@H](C(F)(F)F)n3ncc(C(=O)NC[C@H]4CCCO4)c3N2)cc1OC

The geometry in XYZ format:
```
57
Properties=species:S:1:pos:R:3:forces:R:3:nbo_charge:R:1
C 3.7875 2.1220 -1.0704 0.315 0.105 0.044 -0.3049
H 0.0101 1.0339 0.1007 -0.025 -0.066 -0.033 0.4532
C 4.8273 0.8344 0.6860 0.132 0.096 -0.071 0.3416
H 5.8503 -1.3346 1.9541 -0.013 0.039 0.015 0.1742
N -3.9130 1.5893 -0.8633 -0.289 -0.035 -0.029 -0.6169
H 3.8016 2.9268 -1.7871 0.062 0.104 -0.054 0.2213
O -1.8300 2.0852 -0.1103 0.157 0.197 0.177 -0.6680
H -5.2894 0.5627 2.9653 0.033 -0.033 -0.085 0.1869
H -7.6557 1.8588 0.5854 0.000 -0.004 -0.074 0.2199
C -2.8637 -1.1784 -1.5312 0.384 -0.054 0.102 0.0018
H 1.3411 -1.0451 1.0207 0.055 0.051 -0.182 0.1987
C 1.3926 -0.6153 0.0076 0.264 -0.199 -0.046 -0.0486
C -5.1038 0.8439 1.9263 0.135 -0.432 0.170 -0.0707
H -4.1070 0.4826 1.6431 -0.110 0.012 0.058 0.1717
C 0.1645 -3.5433 0.1793 -0.022 -0.218 0.032 0.9658
C 0.2839 -2.6459 -1.0691 0.249 -0.484 0.165 -0.1212
C -5.6422 2.6440 0.6045 0.044 0.231 -0.511 0.0925
C -2.6159 1.2881 -0.6097 -0.046 -0.383 -0.265 0.6813
H -6.7355 1.4278 -0.8562 -0.080 -0.002 -0.075 0.2027
H 1.6664 -1.3072 -2.0087 0.018 -0.009 0.011 0.2306
O 6.0264 2.6213 -0.2469 -0.126 -0.307 0.220 -0.4819
H -3.7291 3.4313 -0.0140 -0.148 0.011 -0.116 0.2489
C 6.1320 3.7073 -1.1338 0.002 0.169 -0.152 -0.2509
H 5.1576 -0.2113 3.1594 0.016 -0.012 -0.037 0.1761
H 7.1141 4.1401 -0.9507 -0.078 0.005 -0.050 0.2017
C 2.6016 0.2860 -0.0750 -0.155 0.163 -0.080 -0.0583
C 2.6583 1.3186 -0.9891 -0.087 -0.192 0.150 -0.1721
O 5.9377 0.6791 1.4538 -0.115 0.260 -0.285 -0.4927
H 3.6355 -0.7623 1.4685 0.033 -0.087 0.136 0.2178
H -4.5015 0.8801 -1.2664 0.111 -0.027 -0.011 0.3886
C -4.5264 2.8222 -0.4473 -0.227 0.326 0.408 -0.2535
N 0.1853 0.1178 -0.2957 0.220 0.253 0.206 -0.6072
N -0.8688 -1.8064 -1.1726 0.072 0.680 0.213 -0.2112
H 6.0691 3.3832 -2.1780 -0.015 0.013 0.043 0.1746
C 1.5324 -1.7545 -1.0221 -0.216 -0.037 0.175 -0.4092
C -6.6716 1.5653 0.2218 0.097 0.197 0.184 -0.4383
O -5.1489 2.2552 1.8671 0.041 0.177 0.013 -0.5185
H -6.9951 -0.1623 1.5086 0.003 -0.052 -0.045 0.2167
H 2.4134 -2.3526 -0.7914 -0.057 0.040 -0.036 0.2434
C -6.1821 0.3117 0.9619 0.082 0.035 0.136 -0.4394
C 4.8765 1.8969 -0.2471 0.078 -0.062 0.078 0.2496
H -6.1075 3.6255 0.7472 0.021 -0.099 -0.076 0.1931
C -0.9005 -0.5222 -0.7538 -0.569 0.085 -0.288 0.4302
H 1.8194 1.5137 -1.6385 -0.106 0.031 -0.062 0.2168
H 0.3152 -3.3289 -1.9278 -0.008 0.182 0.163 0.2496
H 5.3625 4.4619 -0.9407 0.018 -0.037 -0.016 0.1764
C 5.9497 -0.3463 2.4156 -0.011 -0.167 0.147 -0.2523
F -0.2317 -2.8708 1.2671 -0.093 0.313 0.074 -0.3245
H -3.8819 -1.2665 -1.8573 -0.244 -0.047 -0.087 0.2016
C 3.6922 0.0481 0.7587 0.160 0.039 0.050 -0.3117
H -5.7583 -0.4277 0.2835 -0.014 -0.056 0.003 0.2034
N -2.0695 -2.2142 -1.6473 -0.483 -0.646 -0.362 -0.2808
C -2.2017 -0.0598 -0.9756 0.489 -0.038 0.239 -0.3474
H 6.9190 -0.2755 2.9063 -0.081 -0.047 -0.004 0.2027
H -4.9476 3.3415 -1.3166 0.038 0.034 0.086 0.1895
F -0.7070 -4.5380 0.0009 -0.185 -0.035 -0.202 -0.3126
F 1.3390 -4.1173 0.4938 0.276 0.017 -0.164 -0.3301
```
Positions in Å, forces in eV/Å.

(2)
A molecular structure, C17H46Ba2F3N2O25S4Zn, computed with ωB97M-V/def2-TZVPD.

Properties
Kohn-Sham gap = 6.492 eV
LUMO = 1.33 eV
total charge = -1

The geometry in XYZ format:
```
100
Properties=species:S:1:pos:R:3:forces:R:3:mulliken_charge:R:1
H 7.2772 -5.1843 -1.7978 0.167 -0.115 -0.207 0.2328
O 13.2823 -3.5186 -7.3198 -0.737 0.559 -1.204 -0.5287
H 11.5226 0.8928 -10.1263 -0.134 -0.252 -0.211 0.2992
H 6.3732 3.0766 -3.5131 -0.092 0.097 0.047 0.2683
C 6.9259 -2.2067 -3.1392 -0.160 0.407 -0.457 -0.4849
F 11.4786 3.6482 -5.9064 0.330 0.328 -0.215 -0.1659
C 12.6546 4.2924 -6.1537 -1.098 -1.013 -0.094 0.5535
O 5.2197 2.9493 -5.8961 0.329 -0.151 0.386 -0.6324
N 10.5893 -3.7953 -8.5783 0.266 0.151 -1.450 0.2468
H 8.3591 -5.4540 -6.2162 0.473 -0.003 -0.322 0.2563
C 6.4197 0.1407 -2.4735 -1.540 -0.401 0.327 -1.4634
H 12.1637 -6.2837 -6.0879 0.341 0.412 -0.029 0.2289
C 7.0610 3.4052 -4.2916 -0.032 0.730 -0.258 -0.5287
H 7.9854 -4.6199 -8.2880 0.093 0.174 0.092 0.1554
H 5.4054 -0.0554 -2.0889 0.185 0.098 0.122 0.4649
O 9.4738 -3.8376 -5.7267 0.043 0.040 0.180 0.0072
O 11.6569 0.5288 -6.0934 -0.339 1.111 -0.888 -0.9814
O 11.3585 1.8210 -10.2874 0.294 0.236 -0.546 -0.5835
H 7.2571 -1.9379 -4.1534 0.090 0.019 0.174 -0.3395
F 12.6158 4.7566 -7.3976 0.050 0.222 0.123 -0.2164
H 10.3095 -8.7148 -10.6974 0.051 -0.091 0.017 0.2686
S 14.0041 3.0921 -5.9384 1.128 -0.268 -0.005 0.8192
S 10.5703 -0.4761 -6.0746 0.982 -0.224 1.793 0.5587
H 6.2216 -3.8714 -1.2927 -0.069 -0.136 -0.068 0.3419
C 6.7164 -4.3303 -2.1610 -0.218 0.704 0.229 -0.9501
O 13.8957 2.2060 -7.0890 -0.558 -0.237 0.262 -0.6936
H 7.6783 -0.0692 -6.4212 -0.102 0.297 0.494 0.0825
O 13.5711 -1.3352 -5.2264 -0.779 0.591 -0.086 -0.5849
O 7.5904 -3.3934 -2.7555 0.314 -0.504 -0.145 -0.1331
H 8.9250 1.4383 -7.2677 0.061 0.280 0.115 0.0706
H 8.1921 -4.2120 -10.0041 0.091 0.121 0.143 0.3594
H 5.8696 4.8199 -5.3141 -0.195 -0.009 -0.311 0.4228
C 8.4666 -4.9193 -9.2150 -0.038 -0.391 -0.733 -1.5117
O 11.0799 -1.6604 -6.7825 -0.597 1.022 -1.110 0.0339
C 10.6464 -5.5383 -10.3524 0.170 0.928 0.333 -1.2388
N 8.7225 -0.7079 -2.3227 -0.675 -0.103 0.027 -0.5606
H 7.1866 -1.4225 -1.1662 -0.470 0.084 -0.079 0.2133
C 6.2830 3.8381 -5.5409 0.131 -1.148 0.176 -0.2803
O 6.7198 0.0184 -6.2725 -0.402 -0.202 -0.011 0.0565
H 11.1766 1.8747 -8.2587 0.106 0.524 0.330 -0.3599
O 7.9850 2.3537 -4.4861 0.008 -0.176 -0.109 -0.2177
H 5.0802 -1.1213 -6.6480 -0.058 -0.180 -0.009 0.4272
O 15.3262 -4.4765 -6.5919 0.127 0.082 -0.526 -0.6576
H 10.0811 -5.8001 -8.2630 0.530 -0.082 -0.175 -0.3753
C 9.9796 -5.0699 -9.0710 -1.010 0.419 1.155 1.3487
H 9.9977 -7.1569 -5.7935 -0.023 0.144 -0.448 0.3646
H 10.6174 -6.2568 -4.4403 0.045 -0.063 -0.101 0.4882
H 8.0537 -5.8873 -9.5225 0.006 0.094 0.102 0.3921
O 15.2133 3.8356 -5.9445 0.585 0.895 0.053 -0.5448
H 6.7918 1.0123 -1.9463 0.132 0.286 -0.347 0.3757
O 10.1038 -6.7163 -10.8536 -0.012 -0.250 -0.473 -0.4539
C 10.4244 -7.8376 -10.0664 -0.332 -0.086 0.191 -0.6649
C 7.2667 -1.0551 -2.1977 1.632 -0.557 0.189 0.8244
H 9.2067 0.8223 -9.2209 -0.041 0.017 -0.147 -0.1619
H 8.4092 -0.9928 -8.1045 -0.170 -0.083 0.038 0.1970
H 11.7296 -5.6322 -10.1985 0.030 -0.001 0.045 0.5840
H 11.4429 -7.7863 -9.6712 0.057 0.000 -0.084 0.3143
O 10.3517 -0.7524 -4.6436 -0.684 -0.242 -0.320 -1.0703
H 5.6128 2.0566 -5.9432 -0.136 0.283 -0.134 0.3082
H 6.6554 -2.0240 -6.4154 -0.533 -0.182 0.118 -0.1325
C 9.2497 1.9089 -9.0741 0.094 0.235 0.244 0.0208
H 6.2484 0.2546 -3.5451 0.570 0.534 -0.058 0.1085
H 8.2905 2.4050 -5.3969 0.181 -0.027 -0.177 0.1663
Zn 11.4664 -3.5705 -6.5765 0.941 -0.597 -0.408 1.0092
H 9.9797 -2.9993 -8.7927 -0.436 -0.417 0.464 0.0144
C 6.4629 -1.2097 -8.3494 0.069 0.755 0.496 -0.5904
H 10.4768 -4.7301 -11.0749 0.033 -0.279 -0.245 0.4616
C 9.1276 -5.1942 -5.4754 -1.210 0.180 -0.595 -0.1041
O 12.2301 -3.3416 -4.7744 -0.195 0.189 1.265 -0.7008
H 7.5863 4.3166 -3.9559 -0.007 -0.221 0.162 0.2574
O 8.7241 2.2347 -7.7910 -0.241 0.304 -0.626 -0.4724
H 10.8260 3.4113 -9.1255 0.064 0.078 0.053 0.3573
F 12.7393 5.2821 -5.2879 0.198 0.504 0.119 -0.2200
O 7.8179 -1.6015 -8.5777 -0.284 -0.371 -0.175 -0.5105
H 9.7246 -7.9148 -9.2238 0.112 -0.131 0.031 0.2116
C 6.1481 -1.1508 -6.8513 0.925 0.293 -0.386 -0.1501
O 9.3365 0.0058 -6.7170 0.252 -0.396 -0.224 0.1913
H 9.4998 -3.3098 -4.9119 0.122 -0.217 0.031 -0.0442
H 5.9496 -4.6148 -2.8891 -0.020 -0.286 0.119 0.3745
O 11.4338 -5.6634 -6.1884 -0.689 -0.444 -0.792 -0.2123
O 15.3060 -2.4721 -8.0437 -0.569 0.661 0.270 -0.9468
H 8.8201 0.0238 -3.0177 -0.170 -0.132 -0.268 0.1863
H 5.8450 -2.3850 -3.2304 0.009 0.071 0.262 0.6041
H 5.7545 -1.8872 -8.8275 0.432 -0.260 -0.264 0.4387
H 11.3490 -3.5867 -9.2414 0.371 -0.266 0.748 0.3143
O 12.7820 -1.7091 -3.0126 -0.782 0.145 0.196 -0.8612
S 14.7056 -3.8302 -7.7336 1.428 -0.387 -0.200 0.9385
C 10.3146 -6.1531 -5.4935 0.080 -0.302 2.183 -0.9420
H 8.5474 -5.2637 -4.5510 0.530 -0.077 0.258 0.1136
Ba 13.7053 -0.3766 -7.6883 0.449 -1.968 1.150 1.9437
S 13.2831 -2.4428 -4.2242 2.321 0.981 -0.441 0.7962
Ba 12.2071 0.7455 -3.4343 0.150 -1.488 -0.598 2.0858
H 8.6667 2.3759 -9.8708 -0.089 0.077 0.147 0.4153
O 14.7804 -4.6170 -8.9767 -0.848 0.188 0.557 -0.7501
H 6.3320 -0.2007 -8.7650 -0.289 -0.134 0.006 0.1962
C 10.7114 2.3331 -9.1351 -0.239 -0.801 0.362 0.2762
O 14.5351 -3.0919 -3.9394 -0.768 -0.560 0.355 -0.5729
H 9.1944 -1.5193 -2.7114 0.233 0.166 0.133 0.2319
H 6.9707 3.8680 -6.3965 0.117 0.435 0.131 0.0894
O 13.7082 2.5051 -4.6302 -0.453 -0.238 -0.240 -0.7731
```
Positions in Å, forces in eV/Å.

(3)
A single C2H6I2NP molecule, computed with ωB97M-V/def2-TZVPD.

Properties
energy above the lowest of the compared OMol25 structures with the same formula, charge and spin = 37.6 kcal per mole
Kohn-Sham gap (alpha / beta) = 5.743 / 6.488 eV
LUMO (alpha / beta) = -0.36 / -2.79 eV
spin multiplicity = 3

The geometry in XYZ format:
```
12
Properties=species:S:1:pos:R:3:forces:R:3:mulliken_spin:R:1
H 0.8508 0.8888 -0.9896 -1.438 -0.655 1.164 -0.0028
H 1.0802 0.3045 1.6270 -0.282 -1.671 -1.036 0.0178
H 0.1926 -1.7201 -0.5824 -0.488 0.617 1.435 -0.0496
H -0.8719 0.2402 -0.6380 -0.411 0.446 -1.154 -0.0017
P 2.4846 -1.9320 -0.5474 1.422 -0.344 0.206 0.9212
C -0.0303 0.7866 -0.2494 0.645 0.928 0.434 0.0165
C 0.3268 -0.2111 0.9361 -0.133 0.508 -0.044 -0.0432
H -0.4849 -0.5522 1.6327 -0.151 1.269 -0.420 0.0631
N 0.5652 -1.5692 0.3948 0.801 1.143 -0.521 0.8688
I 3.7107 -1.6290 1.6386 -0.281 0.070 -0.305 0.1212
H -0.3268 1.9013 -0.0546 0.397 -2.251 0.338 0.0000
I 2.1928 -4.3026 -0.7646 -0.079 -0.060 -0.095 0.0885
```
Positions in Å, forces in eV/Å.

(4)
A molecular structure, C8H5Cl2NO3RhTm, computed with ωB97M-V/def2-TZVPD.

Properties
energy above the lowest of the compared OMol25 structures with the same formula, charge and spin = 43.0 kcal per mole
Kohn-Sham gap (alpha / beta) = 8.200 / 4.111 eV
LUMO (alpha / beta) = -16.77 / -20.59 eV
total charge = +4
spin multiplicity = 7

The geometry in XYZ format:
```
21
Properties=species:S:1:pos:R:3:forces:R:3:mulliken_spin:R:1
C 0.4836 -0.1519 -3.3865 3.659 2.712 -9.781 -0.1331
C -2.2687 -0.5023 0.2272 1.367 -0.140 -1.439 0.3332
C -0.1926 -0.9883 1.2387 -1.551 -0.240 -1.023 0.3339
C -2.8717 -0.3362 1.4788 -1.641 0.168 1.470 0.2673
C 1.2212 2.0535 -1.8838 -0.724 4.386 -4.258 0.0098
H -0.1701 -1.1382 3.3757 -0.006 0.005 0.345 0.0020
H -2.5621 -0.3923 3.6230 0.032 -0.139 -0.164 0.0034
O 3.7384 0.2288 -2.9454 -2.558 0.764 4.524 0.0005
C 3.1684 0.3841 -1.9535 3.731 -1.124 -5.158 0.0139
C -2.1164 -0.5366 2.6352 0.423 -0.011 0.606 0.0164
Cl 1.8487 2.8164 1.2828 0.000 -1.890 -0.883 0.0961
Cl 3.5915 -1.1304 0.7467 0.956 -0.747 0.489 0.9445
O 1.1513 2.7764 -2.7887 0.300 -3.396 4.450 0.0220
H 0.8399 -1.3399 1.0522 -0.424 -0.107 0.385 0.0399
O 0.9638 0.2250 -4.3870 -2.313 -2.167 5.088 -0.0057
Rh -0.3073 -0.5028 -1.8234 -0.837 -1.205 2.592 2.0767
N -0.9584 -0.7546 0.1462 0.617 -0.142 -0.371 -0.1196
H -2.7580 -0.4013 -0.7542 -0.479 0.022 0.739 -0.0026
Tm 1.9077 0.6662 0.1156 -0.021 3.185 0.890 2.0491
H -3.9304 -0.0660 1.4881 0.056 -0.012 0.309 0.0050
C -0.7786 -0.9098 2.5122 -0.590 0.080 1.189 0.0473
```
Positions in Å, forces in eV/Å.